Here is a cluster of 2 separate species, C4HNO2S in total at a distorted geometry from OMol25. Energies are from ωB97M-V/def2-TZVPD.

Calculated values
M	127.1	g mol⁻¹
energy above the lowest of the compared OMol25 structures with the same formula, charge and spin	332.8	kJ/mol
E_LUMO	-0.9	eV
Kohn-Sham gap	8.107	eV
energy	-20579.5513	eV
highest occupied orbital energy	-0.33057	Ha

Each line ends with the Löwdin charge.
Element x y z (Å)
1 C -3.230 -0.296 -0.295  -0.555
2 C -3.561 0.887 -0.939  -0.369
3 C -2.514 -1.386 -0.266  -0.165
4 C 0.179 1.373 -0.331  -0.360
5 N 0.686 0.299 0.022  0.174
6 O -1.937 -2.401 -0.223  0.192
7 O -0.493 2.307 -0.583  0.134
8 S -3.551 1.212 0.675  0.898
9 H 1.531 0.016 -0.379  0.052

Atomic forces in eV per Å
0.42 -0.21 0.95
-0.32 0.28 -2.98
0.50 -0.93 0.09
-0.96 -0.34 0.06
-1.92 2.27 0.05
-0.74 1.23 -0.06
1.40 -1.35 0.46
0.16 -0.37 2.01
1.46 -0.58 -0.58

=====

Here is a cluster of 11 separate species, C19H35Cl4F3N6O21 in total at a distorted geometry from OMol25. Energies are from ωB97M-V/def2-TZVPD.

Calculated values
M	882.3	g mol⁻¹
energy above the lowest of the compared OMol25 structures with the same formula, charge and spin	190.4	kJ/mol
E_LUMO	-0.3	eV
Kohn-Sham gap	10.499	eV
energy	-130433.3527	eV
highest occupied orbital energy	-0.39532	Ha

Each line ends with the Löwdin charge.
Element x y z (Å)
1 O 24.003 9.936 17.381  0.093
2 C 24.417 9.885 18.548  -0.501
3 O 25.656 9.533 18.955  0.057
4 C 25.756 9.316 20.381  -0.022
5 C 24.508 10.083 20.817  -0.312
6 F 24.742 11.367 21.092  0.079
7 O 23.686 10.084 19.663  0.125
8 H 25.711 8.234 20.505  0.139
9 H 26.678 9.654 20.855  0.141
10 H 24.118 9.622 21.724  0.170
11 O 24.171 14.494 21.951  0.179
12 C 24.377 15.287 22.795  -0.549
13 O 25.260 16.302 22.636  0.063
14 C 25.413 16.907 23.938  -0.043
15 C 24.147 16.508 24.584  -0.328
16 F 23.214 17.393 24.083  0.044
17 O 23.907 15.280 24.061  0.161
18 H 26.228 16.364 24.417  0.148
19 H 25.586 17.975 23.804  0.151
20 H 24.129 16.647 25.665  0.183
21 O 17.326 10.806 19.743  0.147
22 C 17.596 11.568 18.818  -0.480
23 O 17.951 12.882 18.907  0.067
24 C 18.395 13.293 17.681  -0.120
25 C 17.832 12.263 16.734  -0.390
26 F 18.578 12.058 15.677  0.115
27 O 17.892 11.181 17.564  0.153
28 H 18.158 14.332 17.449  0.133
29 H 19.480 13.205 17.626  0.124
30 H 16.812 12.499 16.431  0.177
31 C 22.443 16.526 14.673  0.016
32 N 21.199 16.513 13.779  -0.437
33 O 20.209 16.120 14.330  0.043
34 O 21.290 16.907 12.618  0.052
35 H 22.344 17.509 15.133  0.091
36 H 23.290 16.359 14.009  0.069
37 H 22.519 15.752 15.437  0.020
38 C 20.510 14.568 22.979  -0.043
39 N 19.872 14.650 24.288  -0.423
40 O 19.210 15.705 24.504  0.016
41 O 19.878 13.659 24.971  0.094
42 H 19.852 14.735 22.127  0.075
43 H 20.996 13.593 22.932  0.067
44 H 21.253 15.363 23.053  0.080
45 C 26.581 13.925 19.852  0.024
46 N 28.010 13.564 20.015  -0.416
47 O 28.800 14.489 20.086  0.069
48 O 28.268 12.362 19.769  0.038
49 H 26.537 14.652 19.041  0.078
50 H 26.336 14.398 20.802  0.081
51 H 25.898 13.105 19.627  0.080
52 C 20.492 18.647 22.867  0.046
53 N 20.666 18.316 21.447  -0.419
54 O 20.129 19.167 20.697  0.031
55 O 21.301 17.352 21.095  0.059
56 H 21.519 18.906 23.122  0.086
57 H 19.984 17.827 23.376  0.086
58 H 19.874 19.542 22.942  0.101
59 C 19.157 18.047 16.657  0.068
60 N 20.131 17.246 17.518  -0.381
61 O 19.782 16.301 18.188  0.049
62 O 21.329 17.544 17.493  0.013
63 H 19.553 18.507 15.752  0.095
64 H 18.690 18.798 17.295  0.101
65 H 18.392 17.307 16.421  0.092
66 C 24.584 18.359 19.691  0.054
67 N 24.485 19.532 20.675  -0.394
68 O 23.793 19.343 21.677  0.033
69 O 24.989 20.595 20.306  0.064
70 H 25.423 18.433 19.000  0.097
71 H 23.634 18.358 19.157  0.086
72 H 24.539 17.409 20.225  0.074
73 Cl 24.030 15.220 17.438  0.608
74 C 22.560 14.893 18.455  -0.605
75 C 22.453 13.530 19.064  -0.605
76 Cl 21.143 13.362 20.282  0.694
77 H 21.700 15.075 17.811  0.035
78 H 22.507 15.667 19.221  0.051
79 H 23.382 13.357 19.607  0.037
80 H 22.355 12.743 18.316  0.044
81 Cl 23.300 14.220 12.107  0.589
82 C 22.366 13.175 13.213  -0.662
83 C 23.235 12.755 14.381  -0.633
84 Cl 22.179 11.821 15.497  0.603
85 H 22.004 12.249 12.768  0.076
86 H 21.528 13.758 13.596  0.047
87 H 23.598 13.596 14.973  0.023
88 H 24.063 12.130 14.047  0.080

Atomic forces in eV per Å
1.54 0.04 4.18
-0.30 -0.72 -2.46
1.27 0.07 -1.08
-0.94 0.31 -1.17
0.28 -1.48 -0.09
0.65 1.32 0.42
-1.07 -0.07 0.86
-0.41 0.05 0.36
-0.01 0.49 -0.58
-0.97 0.04 -0.42
-0.84 -0.81 -0.41
1.61 0.50 -0.65
-0.40 0.00 0.42
1.45 -0.22 -0.77
0.07 2.51 0.45
-0.96 0.04 0.14
-1.18 -1.31 0.38
0.34 0.44 0.16
-0.09 -0.20 0.27
-0.13 -0.93 -0.02
0.24 2.59 -2.71
1.38 -1.93 2.86
-1.66 -0.64 2.15
1.30 1.45 -1.98
-0.64 1.92 0.77
1.02 -0.31 -1.47
-1.29 -2.70 0.29
-0.34 -0.11 0.27
0.28 -0.02 0.05
-0.24 -0.24 -0.21
0.12 0.31 -1.12
1.88 -0.19 -0.51
-1.50 -0.23 0.14
-0.18 -0.38 1.61
0.64 -0.09 0.04
-0.02 0.69 0.03
-1.01 0.03 -0.20
1.51 0.04 0.05
-3.08 1.32 -0.54
1.57 -1.89 0.17
0.15 0.36 0.72
-0.26 0.14 0.58
-0.09 0.27 -0.07
0.13 -0.05 -0.62
-0.41 0.87 0.76
0.04 -1.86 -2.87
-0.26 -1.02 0.69
0.29 2.05 1.22
0.10 0.03 0.20
-0.41 0.11 -0.27
0.66 -0.21 0.25
0.18 0.33 0.23
-1.74 2.12 -1.45
1.13 -1.83 0.28
-0.12 0.09 0.06
-0.15 -0.41 0.85
0.65 -0.18 0.16
0.13 -0.20 -0.24
-0.87 -0.91 0.77
2.44 0.23 -0.20
-1.63 0.29 -0.32
-1.00 0.80 -0.63
0.59 -0.37 0.44
0.30 -0.03 0.14
0.04 0.17 -0.20
-0.68 -0.16 0.38
-0.23 -0.01 -1.03
1.08 0.51 -0.91
-0.67 -1.45 1.03
-0.09 0.33 0.41
0.02 0.40 -0.21
0.46 0.28 0.35
-0.28 -0.55 0.64
-1.36 0.97 -0.20
1.51 -0.79 0.19
0.30 0.20 -0.92
0.26 0.02 -0.08
0.25 -0.03 -0.06
-0.11 -0.27 0.16
-0.21 0.06 0.07
-0.07 -0.35 -0.12
0.01 -0.07 0.83
-0.11 0.13 0.25
0.16 0.01 -0.12
0.00 0.40 -0.57
-0.05 -0.10 -0.24
0.11 -0.04 -0.23
-0.09 0.00 0.21

=====

Here is a cluster of 13 separate species, C58H107N13O7 in total at a distorted geometry from OMol25. Energies are from ωB97M-V/def2-TZVPD.

Calculated values
M	1098.6	g mol⁻¹
E_LUMO	0.4	eV
Kohn-Sham gap	8.984	eV
energy	-95577.9328	eV
highest occupied orbital energy	-0.31381	Ha

Each line ends with the Löwdin charge.
Element x y z (Å)
1 N 4.871 0.816 -2.997  0.075
2 C 4.242 1.898 -3.410  -0.176
3 C 3.400 2.025 -4.526  -0.068
4 C 3.106 0.883 -5.191  -0.078
5 C 3.622 -0.346 -4.706  -0.079
6 C 4.560 -0.330 -3.712  -0.146
7 H 4.448 2.785 -2.845  0.094
8 H 3.100 3.043 -4.810  0.098
9 H 2.532 0.873 -6.052  0.073
10 H 3.213 -1.265 -5.127  0.108
11 H 5.056 -1.240 -3.468  0.093
12 N -5.895 -2.242 -0.014  0.059
13 C -6.446 -1.610 -1.053  -0.143
14 C -5.947 -1.852 -2.352  -0.081
15 C -4.950 -2.777 -2.558  -0.069
16 C -4.398 -3.364 -1.435  -0.091
17 C -4.888 -3.144 -0.217  -0.140
18 H -7.223 -0.856 -0.823  0.118
19 H -6.455 -1.324 -3.114  0.090
20 H -4.481 -2.832 -3.524  0.087
21 H -3.602 -4.070 -1.499  0.103
22 H -4.425 -3.567 0.645  0.093
23 N -0.563 3.077 -5.194  0.061
24 C 0.541 3.553 -5.923  -0.127
25 C 0.834 4.896 -6.033  -0.083
26 C -0.001 5.845 -5.413  -0.095
27 C -1.145 5.391 -4.842  -0.076
28 C -1.402 3.992 -4.734  -0.150
29 H 1.195 2.772 -6.318  0.084
30 H 1.656 5.280 -6.650  0.111
31 H 0.253 6.896 -5.393  0.111
32 H -1.748 6.144 -4.422  0.088
33 H -2.381 3.618 -4.285  0.105
34 N -3.941 -0.321 4.034  0.069
35 C -2.912 -0.401 4.934  -0.120
36 C -2.918 0.268 6.149  -0.056
37 C -4.072 1.018 6.503  -0.065
38 C -5.125 1.079 5.585  -0.076
39 C -5.015 0.349 4.405  -0.180
40 H -2.096 -1.064 4.621  0.079
41 H -2.126 0.161 6.844  0.089
42 H -4.148 1.591 7.412  0.098
43 H -6.063 1.577 5.851  0.104
44 H -5.848 0.368 3.697  0.109
45 N 1.823 0.729 0.854  0.065
46 C 0.499 0.833 0.843  -0.134
47 C -0.222 0.694 -0.386  -0.048
48 C 0.429 0.562 -1.616  -0.049
49 C 1.825 0.409 -1.510  -0.066
50 C 2.472 0.532 -0.278  -0.165
51 H 0.009 0.787 1.858  0.099
52 H -1.294 0.801 -0.326  0.073
53 H -0.126 0.627 -2.553  0.092
54 H 2.422 0.046 -2.376  0.085
55 H 3.505 0.447 -0.236  0.051
56 N 5.139 -4.034 1.356  0.063
57 C 4.099 -3.207 1.732  -0.116
58 C 4.043 -1.882 1.335  -0.086
59 C 5.102 -1.370 0.566  -0.090
60 C 6.173 -2.175 0.283  -0.078
61 C 6.100 -3.512 0.601  -0.172
62 H 3.287 -3.704 2.221  0.097
63 H 3.230 -1.267 1.702  0.083
64 H 5.143 -0.296 0.386  0.076
65 H 6.973 -1.784 -0.304  0.098
66 H 6.911 -4.199 0.260  0.116
67 C 2.766 4.269 -0.148  -0.033
68 C 1.805 4.017 -1.322  -0.431
69 C 0.398 4.205 -0.826  -0.212
70 O 0.176 5.512 -0.317  -0.206
71 C -0.955 5.627 0.542  -0.086
72 N 2.185 4.926 -2.390  0.063
73 H 3.819 4.196 -0.457  0.081
74 H 2.526 3.605 0.693  0.058
75 H 2.484 5.300 0.026  0.074
76 H 1.819 3.040 -1.779  0.101
77 H 0.286 3.474 0.037  0.120
78 H -0.383 3.968 -1.591  0.131
79 H -1.828 5.481 -0.073  0.071
80 H -1.094 6.661 0.931  0.097
81 H -0.839 4.893 1.350  0.079
82 H 2.502 5.831 -2.142  0.060
83 H 1.475 5.026 -3.097  0.050
84 C 4.605 -0.815 5.516  -0.042
85 C 5.213 0.463 4.934  -0.481
86 C 5.001 0.698 3.466  -0.247
87 O 5.466 1.942 3.114  -0.177
88 C 5.147 2.311 1.807  -0.100
89 N 4.898 1.536 5.779  0.057
90 H 3.526 -0.664 5.419  0.055
91 H 4.865 -0.832 6.591  0.088
92 H 4.785 -1.771 4.961  0.090
93 H 6.302 0.339 4.974  0.139
94 H 3.925 0.595 3.220  0.111
95 H 5.525 -0.050 2.888  0.113
96 H 4.049 2.268 1.652  0.067
97 H 5.617 1.632 1.155  0.061
98 H 5.505 3.329 1.610  0.102
99 H 5.147 2.439 5.432  0.069
100 H 3.925 1.626 5.980  0.049
101 C -1.010 -2.052 -4.714  -0.050
102 C -1.849 -0.796 -4.883  -0.439
103 C -2.870 -0.984 -5.999  -0.195
104 O -3.721 -2.116 -5.781  -0.210
105 C -4.456 -2.419 -6.939  -0.118
106 N -2.396 -0.489 -3.566  0.084
107 H -0.133 -1.879 -4.103  0.066
108 H -0.800 -2.352 -5.763  0.090
109 H -1.670 -2.842 -4.325  0.080
110 H -1.213 0.020 -5.188  0.117
111 H -2.310 -1.087 -6.928  0.121
112 H -3.549 -0.114 -6.046  0.128
113 H -5.143 -3.149 -6.505  0.090
114 H -3.875 -2.938 -7.689  0.087
115 H -5.077 -1.625 -7.359  0.091
116 H -2.794 -1.337 -3.179  0.053
117 H -3.115 0.209 -3.644  0.026
118 C 1.500 1.339 4.514  -0.035
119 C 1.371 2.739 3.853  -0.385
120 C 0.069 3.378 4.226  -0.198
121 O -0.995 2.730 3.485  -0.204
122 C -2.280 3.116 3.937  -0.103
123 N 2.566 3.571 4.290  0.062
124 H 1.042 1.365 5.470  0.063
125 H 2.570 1.045 4.689  0.039
126 H 1.048 0.477 4.031  0.066
127 H 1.408 2.625 2.780  0.091
128 H 0.102 4.491 4.033  0.138
129 H -0.095 3.229 5.275  0.110
130 H -2.522 4.097 3.473  0.094
131 H -2.279 3.241 4.988  0.066
132 H -2.980 2.349 3.586  0.065
133 H 2.447 4.557 4.114  0.057
134 H 3.388 3.149 3.826  0.055
135 C -4.198 2.811 0.634  -0.066
136 C -4.641 1.406 0.237  -0.405
137 C -4.372 1.281 -1.282  -0.197
138 O -5.211 2.219 -1.992  -0.150
139 C -5.014 1.967 -3.344  -0.145
140 N -3.849 0.397 0.961  0.084
141 H -4.857 3.504 0.112  0.078
142 H -3.165 3.067 0.394  0.075
143 H -4.316 3.050 1.693  0.064
144 H -5.755 1.380 0.454  0.150
145 H -4.626 0.256 -1.611  0.092
146 H -3.308 1.372 -1.411  0.103
147 H -4.952 0.891 -3.538  0.063
148 H -4.185 2.461 -3.836  0.059
149 H -5.863 2.363 -3.938  0.101
150 H -3.618 0.798 1.863  0.032
151 H -4.288 -0.462 1.122  0.023
152 C 4.174 -6.746 -1.339  -0.041
153 C 2.867 -6.583 -2.149  -0.454
154 C 2.286 -5.149 -2.233  -0.231
155 O 2.047 -4.526 -1.021  -0.180
156 C 1.585 -3.175 -1.092  -0.073
157 N 3.038 -7.037 -3.491  0.035
158 H 3.988 -6.131 -0.468  0.057
159 H 4.867 -6.141 -1.922  0.078
160 H 4.292 -7.790 -1.155  0.071
161 H 2.183 -7.271 -1.635  0.137
162 H 1.356 -5.275 -2.841  0.130
163 H 3.073 -4.627 -2.799  0.123
164 H 1.525 -2.818 -0.077  0.074
165 H 0.577 -3.171 -1.493  0.084
166 H 2.187 -2.556 -1.668  0.052
167 H 3.965 -7.110 -3.750  0.034
168 H 2.583 -7.888 -3.801  0.082
169 C -2.100 -4.344 5.798  -0.068
170 C -2.779 -4.586 4.500  -0.451
171 C -1.914 -4.128 3.279  -0.216
172 O -1.855 -2.760 3.395  -0.258
173 C -1.068 -2.034 2.448  -0.070
174 N -3.028 -6.003 4.351  0.020
175 H -2.798 -4.633 6.599  0.088
176 H -1.917 -3.294 5.927  0.060
177 H -1.137 -4.873 5.869  0.097
178 H -3.703 -3.994 4.455  0.140
179 H -2.417 -4.435 2.371  0.111
180 H -0.951 -4.589 3.322  0.117
181 H -1.577 -2.077 1.437  0.103
182 H -0.069 -2.491 2.414  0.086
183 H -1.118 -0.988 2.845  0.071
184 H -3.865 -6.339 3.808  0.100
185 H -3.060 -6.446 5.256  0.054

Atomic forces in eV per Å
-0.47 -1.62 -1.31
0.27 0.53 0.20
0.70 0.78 0.53
0.83 -1.18 1.32
-0.75 0.60 -0.75
-0.15 1.45 0.74
0.06 0.46 0.31
-0.09 -0.66 0.10
-1.29 -0.01 -1.53
0.60 0.08 -0.03
0.38 -0.45 0.57
-0.03 -0.21 0.48
1.28 -0.87 0.31
-1.15 -0.02 1.08
0.11 1.29 0.05
0.87 -1.30 -1.55
-2.06 2.37 1.12
0.48 -0.60 -0.31
-0.06 0.41 -1.12
-0.11 -0.48 -0.37
0.62 -0.32 -0.37
-0.01 -0.31 0.64
1.20 0.91 -1.29
-1.35 -0.48 1.50
0.21 0.48 -0.46
0.73 -0.90 -0.64
-0.01 -1.12 0.51
-0.70 0.36 0.00
-0.31 0.34 -0.01
-0.10 -0.53 0.42
-0.04 0.01 -0.20
-1.19 0.36 0.65
1.54 0.55 -0.42
1.03 -0.50 1.03
-0.66 0.16 -0.74
-1.80 0.36 -0.19
0.34 -0.28 -1.42
0.15 -0.40 1.04
-0.36 0.63 -0.35
-0.35 0.46 0.34
0.75 -0.04 0.42
0.17 -0.09 0.31
0.43 -0.06 -0.25
0.22 -0.07 0.06
0.01 0.52 1.13
-0.55 -1.63 -0.78
0.01 0.97 0.95
0.77 0.14 1.48
0.15 -0.72 -0.99
-2.24 0.00 -1.29
0.29 0.61 -1.38
-0.23 -0.14 -0.08
0.20 -0.44 0.22
-0.50 0.80 0.60
1.64 -0.09 0.05
-1.24 0.67 0.06
1.87 -0.72 -1.58
0.26 -0.29 0.20
-0.47 0.57 1.47
-0.50 0.35 -0.96
0.59 -1.16 0.59
-0.22 -0.05 0.55
-0.02 0.13 -0.31
0.04 -0.40 -0.31
0.57 0.09 -0.21
-0.72 0.49 0.44
-0.44 -0.48 -1.01
0.35 0.90 -0.25
-1.44 -0.65 1.48
0.42 0.69 0.06
0.52 0.23 -0.41
0.16 -0.76 -1.09
-0.36 -0.06 0.19
0.20 0.35 -0.11
0.52 0.29 0.94
0.28 -0.65 0.27
-0.20 0.52 -0.92
0.52 0.03 0.30
-0.75 -0.61 0.03
0.78 -0.65 -0.17
-0.47 0.15 0.02
0.10 0.76 0.69
-0.21 -0.05 -0.12
-0.63 0.04 -0.56
2.16 -1.44 -0.40
-1.65 -1.09 -0.33
0.50 1.66 0.69
-1.06 0.82 0.45
-0.37 1.19 1.45
-0.23 -0.23 0.37
-0.09 -0.39 -0.67
0.39 0.89 0.57
0.20 0.00 0.32
0.14 0.12 -0.17
0.21 -0.58 -0.18
0.42 0.01 -0.05
0.62 -0.80 -1.30
-0.05 -0.28 0.17
0.52 0.33 -0.42
-0.76 -0.19 0.20
-0.82 -0.20 -1.55
-0.29 -0.63 0.76
-0.55 0.17 0.63
1.11 1.05 -0.25
-1.14 -1.41 1.22
0.19 0.02 -0.19
0.12 -0.18 0.00
0.65 -0.21 0.72
0.43 0.11 0.18
0.26 0.49 -0.17
-0.12 -0.03 -0.35
0.41 0.09 -0.22
-0.36 -0.18 -0.66
0.38 0.18 -0.38
0.38 0.41 0.05
-0.16 0.22 0.11
-0.26 0.17 0.18
1.39 -0.01 -0.29
1.56 -0.44 0.28
-0.66 0.72 -1.01
1.05 0.26 0.58
0.40 0.52 -1.82
-0.86 -1.69 0.01
-0.38 0.18 1.19
-1.11 0.52 -0.38
-0.22 0.22 -0.67
-0.17 -0.08 -0.52
-0.22 -0.88 -0.03
-0.24 0.06 0.81
-0.22 -0.38 0.23
-0.29 -0.12 1.27
0.02 0.23 0.30
0.17 0.00 -0.45
-0.50 0.88 0.39
-0.42 0.53 0.22
-0.20 0.22 -0.07
-1.72 -0.69 1.44
1.35 -0.76 0.31
-1.51 0.26 -1.57
0.75 2.29 -0.45
0.17 0.15 -0.09
0.12 -0.32 -0.24
-0.13 -0.36 0.14
1.02 -0.34 -0.39
0.02 0.33 0.09
0.62 0.63 -0.48
-0.09 0.05 -0.10
0.88 0.14 0.43
0.04 -0.29 0.55
0.08 -0.40 0.00
-1.01 -1.38 0.14
-2.00 2.61 -0.88
-0.47 -0.90 1.57
0.25 -0.89 -0.94
0.13 0.28 0.92
-1.23 -2.13 0.88
-1.86 -0.30 -1.08
0.33 -0.37 0.79
0.98 -0.77 0.06
0.90 -0.46 0.10
-0.48 0.41 -0.14
0.54 0.48 0.18
-0.36 0.41 -0.26
0.14 0.21 0.32
-0.39 0.13 -0.29
1.43 1.14 -1.14
2.27 -0.02 -0.58
-0.19 0.29 0.51
0.08 -0.02 0.78
-0.12 -0.13 -1.99
-1.46 -0.31 1.26
0.43 1.51 -0.19
-1.42 -0.19 -0.01
-0.99 -1.44 -0.56
0.45 -0.12 0.02
0.20 0.54 0.04
-0.37 -0.03 0.08
0.08 0.06 0.04
-0.18 -0.19 -0.54
0.94 -0.47 0.02
0.73 0.16 0.86
0.05 0.51 -0.16
0.54 -0.81 -0.72
1.27 1.04 0.78
-0.09 -0.19 0.05